DFT (ωB97M-V/def2-TZVPD) results for an isolated ion of composition C5H10NO and charge +1.

Structure (XYZ):
```
17
Properties=species:S:1:pos:R:3:forces:R:3
C 1.342 -0.224 0.580 -2.701 -3.158 -1.463
C 1.159 -0.123 -0.886 0.556 0.218 2.167
C 0.006 0.414 0.135 -1.068 2.924 -1.786
C -0.232 1.955 0.038 1.800 -1.083 -0.329
C -1.642 -1.545 0.101 1.547 -2.257 -3.890
N -1.205 -0.179 0.112 -6.827 2.973 -1.429
O -2.411 0.592 0.044 6.798 -3.408 0.651
H 1.177 -1.189 1.056 -0.119 -0.295 -0.535
H 1.785 0.322 1.321 1.904 2.304 0.820
H 1.678 0.656 -1.376 -0.008 1.074 -0.414
H 0.907 -0.913 -1.546 -0.209 -1.122 0.083
H -1.082 2.193 -0.653 0.827 -0.079 1.167
H 0.704 2.400 -0.333 -0.378 -0.061 0.034
H -0.265 2.219 1.083 -0.957 0.911 0.209
H -2.510 -1.620 -0.562 -0.150 0.448 0.651
H -1.866 -1.708 1.084 -0.766 -1.215 2.582
H -0.977 -2.362 -0.405 -0.249 1.826 1.482
```
Forces are in eV/Å.

Properties
- LUMO (alpha / beta): -7.2 / -7.2 eV
- Frontier orbital gap (alpha / beta): 8.36 / 8.35 eV
- Total charge: +1
- E_tot: -8871.9071 eV
- SMILES: C[N+](=O)C1(C)CC1



DFT (ωB97M-V/def2-TZVPD) results for a 2-piece molecular cluster, C4H12 overall.

Structure (XYZ):
```
16
Properties=species:S:1:pos:R:3:forces:R:3
C -1.486 0.958 0.134 -0.567 1.616 0.395
C -1.294 2.232 0.971 0.612 -1.165 -0.910
H -1.195 1.203 -0.882 0.018 -0.747 -0.348
H -0.683 0.186 0.486 0.464 -0.369 0.015
H -2.446 0.450 0.233 0.219 -0.190 -0.044
H -0.475 2.086 1.691 -0.341 0.284 0.383
H -2.216 2.581 1.439 0.245 -0.119 0.151
H -0.848 2.918 0.245 -0.212 0.468 0.333
C 0.665 -1.630 -0.223 -0.869 -0.570 -0.687
C 1.974 -1.543 -0.874 1.143 0.329 -0.489
H 0.486 -0.641 0.394 -0.181 0.121 0.166
H -0.184 -1.669 -0.913 0.162 -0.164 0.164
H 0.577 -2.401 0.555 -0.053 0.381 0.208
H 2.037 -1.035 -1.835 -0.431 0.401 0.068
H 2.337 -2.551 -1.200 -0.331 -0.050 0.534
H 2.752 -1.145 -0.221 0.121 -0.225 0.062
```
Forces are in eV/Å.

Properties
- Spin multiplicity: 2
- LUMO (alpha / beta): -3.0 / -10.6 eV
- <S²>: 0.755
- Frontier orbital gap (alpha / beta): 13.64 / 5.62 eV
- Total charge: +1
- E_tot: -4331.0439 eV



DFT (ωB97M-V/def2-TZVPD) results for C17H19AlF6NO as an isolated structure.

Structure (XYZ):
```
45
Properties=species:S:1:pos:R:3:forces:R:3
C 4.723 0.489 0.066 -0.680 0.716 0.809
C 4.012 1.910 -0.120 -0.485 -1.503 -0.836
C 2.597 1.803 0.569 0.496 -0.474 1.328
N 2.065 3.082 1.078 -0.059 0.174 -1.636
Al 1.552 4.298 -0.283 1.476 2.633 0.434
O 1.085 5.878 0.591 0.032 -1.804 -0.054
F 2.933 4.773 -1.396 -1.771 -0.987 1.215
C -0.145 3.734 -1.330 0.934 -0.490 -0.185
F -1.173 4.693 -1.279 0.465 -1.215 -0.082
F 0.242 3.653 -2.713 -0.873 -0.127 0.973
C -0.594 2.325 -0.852 -0.816 -0.642 -0.860
C -0.493 1.194 -1.789 -0.823 -0.712 2.566
C -0.876 -0.139 -1.310 -0.005 1.926 1.416
C -1.347 -0.286 0.068 0.441 1.317 -0.254
C -1.438 0.858 0.982 0.405 0.732 -1.808
C -1.901 0.656 2.447 1.763 -0.044 -0.845
F -3.084 -0.034 2.522 1.214 1.029 0.459
F -0.925 -0.095 3.111 -1.552 0.581 -0.450
F -1.944 1.853 3.122 -0.700 -1.639 -0.611
C -1.062 2.188 0.523 0.145 -1.753 -1.488
H 5.791 0.493 -0.265 -0.956 -0.164 0.131
H 4.108 -0.313 -0.436 0.817 0.805 0.287
H 4.664 0.260 1.171 0.408 0.077 -1.071
H 4.644 2.759 0.233 -0.683 -0.689 -0.149
H 3.825 1.991 -1.229 0.405 0.476 1.040
H 2.726 1.126 1.472 -0.129 0.471 -0.962
H 1.916 1.244 -0.136 0.425 0.414 0.438
H 1.353 2.951 1.796 0.328 -0.250 -0.239
H 0.838 5.577 1.486 0.189 0.474 -0.458
H -0.114 1.319 -2.831 -0.414 0.112 1.181
H -0.774 -1.012 -2.004 -0.240 0.826 0.919
H -1.627 -1.277 0.496 0.292 0.847 -0.653
H -1.102 3.112 1.153 -0.057 -1.152 -0.563
C -1.204 -5.468 -0.339 -0.038 -0.006 -0.014
C -1.668 -4.410 0.434 -0.001 0.007 -0.004
C -3.002 -4.028 0.360 -0.003 -0.026 0.000
C -3.875 -4.709 -0.480 0.040 -0.012 0.004
C -3.412 -5.769 -1.249 0.012 0.009 0.009
C -2.076 -6.146 -1.182 -0.013 0.027 0.037
H -0.163 -5.764 -0.283 -0.045 0.024 -0.003
H -0.989 -3.883 1.094 -0.029 -0.012 -0.044
H -3.363 -3.198 0.958 0.014 -0.035 -0.021
H -4.916 -4.414 -0.534 0.050 -0.004 -0.003
H -4.093 -6.302 -1.903 0.035 0.032 0.023
H -1.714 -6.970 -1.787 -0.015 0.031 0.025
```
Forces are in eV/Å.

Properties
- LUMO: 2.4 eV
- Frontier orbital gap: 7.43 eV
- Total charge: -1
- E_tot: -44382.1016 eV



DFT (ωB97M-V/def2-TZVPD) results for a 13-piece molecular cluster, C21H68N6O13 overall.

Structure (XYZ):
```
108
Properties=species:S:1:pos:R:3:forces:R:3
C -0.441 1.279 4.587 -0.086 1.795 0.549
C -0.146 2.237 3.428 -1.396 0.154 -1.175
O 1.204 2.309 2.999 -0.565 -0.501 0.331
H -0.319 1.762 5.595 -0.245 -0.446 -0.996
H 0.177 0.436 4.571 1.447 -1.194 -0.118
H -1.413 0.845 4.462 -0.925 0.171 0.188
H -0.530 3.242 3.605 0.435 0.160 0.515
H -0.767 1.980 2.518 0.382 -0.282 0.786
H 1.382 1.379 2.731 0.789 0.835 -0.054
C -5.353 -0.310 1.601 -0.075 0.578 -0.356
C -4.102 -0.413 2.390 -1.699 -1.135 1.900
O -3.029 0.094 1.709 1.802 2.010 -0.538
H -5.241 -0.801 0.634 -0.419 -0.023 -0.026
H -5.600 0.755 1.485 -0.037 -0.205 -0.332
H -6.127 -0.736 2.200 -0.850 -0.497 0.090
H -3.973 -1.426 2.781 0.749 -0.333 -0.938
H -4.282 0.053 3.347 0.217 0.992 0.470
H -3.173 1.076 1.650 0.346 -1.278 -0.045
C -1.092 -2.681 3.252 -0.382 0.055 1.546
C 0.129 -3.341 2.713 0.094 0.879 0.166
O 0.949 -3.668 3.831 1.324 -0.466 -0.794
H -1.547 -2.143 2.445 -1.030 -0.187 -0.274
H -0.879 -1.915 4.020 0.773 0.016 -0.463
H -1.675 -3.337 3.883 -0.936 -0.464 -0.558
H 0.487 -2.464 2.163 1.097 -0.696 -0.646
H 0.002 -4.220 2.050 -0.291 0.665 0.277
H 1.785 -3.994 3.428 -0.666 0.157 0.729
C 2.381 3.167 -0.653 1.848 0.372 1.551
C 2.097 4.398 0.234 -1.331 0.619 -2.641
O 0.869 4.294 0.927 0.172 -1.117 1.018
H 3.238 3.343 -1.297 0.416 0.306 0.074
H 1.657 2.809 -1.332 -1.497 -0.109 -0.302
H 2.700 2.375 0.036 -0.242 -0.164 -0.341
H 1.987 5.306 -0.438 0.386 -0.750 0.864
H 2.847 4.549 0.961 1.286 0.262 0.434
H 1.075 3.622 1.635 -0.658 0.471 -0.404
C -3.135 -3.396 0.464 -0.752 -0.294 0.234
C -2.267 -2.455 -0.309 -0.668 -0.018 -1.045
O -0.903 -2.847 -0.346 -0.918 -1.253 0.319
H -2.733 -3.614 1.434 0.385 -0.153 0.506
H -3.362 -4.352 -0.011 0.257 0.119 -0.279
H -4.102 -2.915 0.649 0.065 -0.012 -0.220
H -2.337 -1.475 0.112 0.093 0.622 0.691
H -2.738 -2.305 -1.306 0.502 -0.386 0.145
H -0.447 -2.102 -0.691 0.877 0.920 -0.503
C 2.436 -3.143 -0.183 -0.581 -1.469 0.521
C 2.136 -3.316 -1.684 -0.174 -0.056 0.763
O 2.570 -4.554 -2.207 0.708 -0.665 0.016
H 2.153 -2.197 0.307 -0.274 -0.349 -0.657
H 3.464 -3.290 0.111 0.745 0.062 -0.585
H 1.950 -3.992 0.355 -0.105 0.724 -0.296
H 2.564 -2.531 -2.249 0.723 1.133 -0.491
H 1.092 -3.315 -1.909 -1.040 0.593 0.533
H 2.232 -4.593 -3.112 0.185 -0.145 0.308
C 2.671 1.079 -3.882 0.780 1.160 0.255
C 3.905 0.311 -4.343 -1.529 0.792 -0.220
O 3.979 -0.947 -3.797 0.596 -1.396 0.721
H 2.856 1.636 -2.973 -0.219 -0.092 0.424
H 1.760 0.517 -3.805 -0.183 -0.885 0.245
H 2.414 1.812 -4.626 0.093 0.607 -0.466
H 4.850 0.808 -4.214 0.267 0.372 0.457
H 3.738 0.266 -5.383 0.307 -0.414 -1.741
H 3.144 -1.386 -3.951 -0.245 -0.211 -0.038
C 0.908 0.092 -0.860 -1.520 -1.607 0.130
C -0.133 0.526 0.218 -0.643 0.708 -3.326
O -0.073 -0.252 1.333 1.200 -1.656 1.282
H 1.861 0.320 -0.574 2.638 0.901 1.155
H 0.865 0.533 -1.841 -0.910 0.359 -0.165
H 1.026 -1.012 -1.025 -0.819 0.910 0.183
H -1.148 0.437 -0.188 0.179 0.078 -0.279
H -0.037 1.577 0.463 0.364 0.451 -0.069
H -0.888 -0.168 1.796 -1.271 -0.016 0.733
C -4.603 -0.092 -2.062 -3.077 -5.269 2.630
O -5.151 -1.361 -1.844 2.864 6.109 -1.198
N -5.130 0.744 -2.923 -2.596 0.760 -3.507
N -3.759 0.486 -1.244 2.235 -0.962 3.219
H -6.037 0.408 -3.278 1.031 0.429 -0.164
H -4.850 1.710 -3.147 -0.106 -1.223 0.712
H -3.576 -0.020 -0.362 0.065 0.247 -1.113
H -3.121 1.279 -1.367 -0.516 0.200 -0.589
C -1.676 3.924 -1.647 -1.302 -6.773 1.077
O -1.788 2.512 -1.438 1.333 6.661 -0.928
N -2.726 4.536 -2.073 -4.533 1.278 -3.216
N -0.707 4.705 -1.308 3.880 0.148 1.400
H -3.396 4.008 -2.660 0.738 0.487 0.942
H -2.752 5.546 -2.247 0.276 -0.768 0.286
H -0.111 4.192 -0.654 0.475 0.732 0.110
H -0.391 5.664 -1.589 -1.219 -1.655 0.231
C 3.177 -0.400 2.892 6.341 3.568 -0.267
O 4.486 -0.087 3.070 -5.487 -2.175 -0.667
N 2.519 0.134 1.873 0.425 0.658 -1.993
N 2.445 -0.994 3.796 0.604 -4.185 3.551
H 3.180 0.541 1.182 -0.855 -0.380 0.396
H 1.571 -0.165 1.613 0.774 -0.080 0.254
H 3.124 -1.630 4.355 -1.998 1.524 -0.771
H 1.558 -1.474 3.569 0.917 0.467 0.044
C 5.083 0.377 -1.208 1.148 -0.587 -0.751
O 4.667 0.385 0.118 0.197 -1.320 1.697
H 4.883 -0.655 -1.550 0.151 0.873 -0.912
H 6.170 0.579 -1.220 -0.193 -0.181 -0.346
H 4.628 1.181 -1.813 -0.228 -0.624 0.448
H 5.014 -0.489 0.488 -0.809 2.058 -0.097
C -1.456 -0.522 -3.260 -1.881 -0.158 1.324
O -0.538 -1.562 -3.183 2.023 0.528 -0.601
H -2.446 -0.997 -3.360 -0.011 0.656 0.232
H -1.377 0.173 -4.058 0.778 0.257 -1.299
H -1.404 0.107 -2.363 -0.198 -0.280 -0.033
H -1.006 -2.366 -3.073 -0.593 -1.110 0.169
```
Forces are in eV/Å.

Properties
- LUMO: -0.1 eV
- Frontier orbital gap: 8.79 eV
- Total charge: 0
- E_tot: -58433.1686 eV



DFT (ωB97M-V/def2-TZVPD) results for one molecule with the formula C3H7NO.

Structure (XYZ):
```
12
Properties=species:S:1:pos:R:3:forces:R:3
C 0.822 -1.676 -0.453 0.167 -0.353 0.041
O 0.695 -0.268 -0.583 0.309 0.069 0.339
C -0.390 0.277 -0.013 -0.066 0.063 -0.080
N -1.430 -0.404 0.236 0.055 0.238 -0.908
C -0.115 1.707 0.350 -0.025 0.070 -0.041
H 1.245 -1.856 0.539 0.003 -0.290 -0.124
H -0.134 -2.200 -0.538 0.156 0.230 -0.102
H 1.518 -1.989 -1.232 -0.069 -0.052 0.136
H -2.170 0.279 0.287 -0.509 -0.035 1.004
H 0.295 2.265 -0.493 -0.038 -0.001 0.078
H -0.991 2.207 0.769 0.093 -0.100 -0.197
H 0.653 1.658 1.132 -0.075 0.161 -0.147
```
Forces are in eV/Å.

Properties
- LUMO: 1.0 eV
- Frontier orbital gap: 10.81 eV
- Total charge: 0
- E_tot: -6761.4675 eV
- SMILES: [H]/N=C(\C)OC



DFT (ωB97M-V/def2-TZVPD) results for one molecule with the formula C3H4OS.

Structure (XYZ):
```
9
Properties=species:S:1:pos:R:3:forces:R:3
C 1.323 -0.424 -0.142 0.450 0.297 0.241
C 0.545 0.997 -0.291 -0.248 -3.278 -3.881
C -0.700 0.672 0.407 0.621 0.225 -1.180
H 0.486 -1.287 -0.373 2.265 1.255 0.411
H 1.092 1.763 0.041 2.149 2.695 2.272
H 0.685 1.210 -1.450 -1.419 -0.925 1.927
H -0.668 0.909 1.423 -0.129 0.871 1.642
O 2.486 -0.484 0.199 -2.545 -0.498 -0.828
S -1.780 -0.387 -0.067 -1.143 -0.642 -0.603
```
Forces are in eV/Å.

Properties
- LUMO: -0.6 eV
- Frontier orbital gap: 8.38 eV
- Total charge: 0
- E_tot: -16056.2063 eV
- SMILES: O=CCC=S



The highest E_tot belongs to which entry? C4H12



What is the total charge in the fifth record? 0



Among the records above, which one has the lowest E_tot? C21H68N6O13



Look up the E_tot of the sixth one. -16056.2063 eV